[1]
Formula: C33H42CsN9O6S2Si
Source: the OMol25 dataset
Level of theory: ωB97M-V with the def2-TZVPD basis set

Geometry as ORCA input:
```
! RIJCOSX wB97M-V def2-TZVPD def2/J DEFGRID3
* xyz -2 1
Cs 0.10 -0.27 -0.96
N 0.95 3.29 2.51
C 1.94 2.36 2.75
C 1.97 1.56 1.64
N 1.03 1.98 0.74
C 0.43 3.02 1.28
C -0.63 3.78 0.66
N -0.85 3.90 -0.62
C -1.94 4.71 -0.75
C -2.39 5.10 0.47
N -1.54 4.51 1.38
H 0.72 4.05 3.12
H 2.53 2.37 3.65
H 2.61 0.70 1.44
H -2.33 4.97 -1.73
H -3.21 5.73 0.78
H -1.67 4.50 2.37
O -3.08 0.12 2.25
N -3.59 -0.41 3.31
C -4.33 0.37 4.13
C -4.89 -0.08 5.31
C -4.67 -1.41 5.67
C -3.93 -2.21 4.84
C -3.38 -1.75 3.62
S -2.51 -2.76 2.58
H -4.45 1.38 3.79
H -5.47 0.59 5.92
H -5.08 -1.81 6.60
H -3.75 -3.25 5.08
C -1.96 5.94 -6.28
C -1.43 4.64 -5.73
C -2.03 4.04 -4.63
C -1.55 2.85 -4.12
C -0.45 2.25 -4.72
C 0.16 2.83 -5.82
C -0.33 4.03 -6.32
S 0.18 0.69 -4.08
O 0.80 0.02 -5.21
O 1.07 1.06 -3.00
N -1.02 -0.05 -3.40
C -2.06 -0.65 -4.03
C -2.37 -0.58 -5.39
C -3.48 -1.25 -5.92
C -4.32 -1.99 -5.12
C -4.05 -2.09 -3.74
C -4.85 -2.85 -2.85
C -4.52 -2.90 -1.52
C -3.40 -2.18 -1.07
N -2.64 -1.47 -1.87
C -2.94 -1.42 -3.18
H -3.03 6.05 -6.09
H -1.79 6.00 -7.36
H -1.45 6.79 -5.82
H -2.89 4.51 -4.17
H -2.01 2.37 -3.26
H 1.00 2.32 -6.27
H 0.15 4.50 -7.17
H -1.70 -0.03 -6.04
H -3.68 -1.19 -6.98
H -5.18 -2.50 -5.54
H -5.70 -3.39 -3.24
H -5.10 -3.48 -0.81
H -3.12 -2.19 -0.01
C 3.72 3.00 -2.64
C 3.60 3.60 -1.25
O 2.41 4.36 -1.09
H 4.64 2.41 -2.72
H 3.75 3.79 -3.40
H 2.87 2.35 -2.84
H 4.42 4.29 -1.05
H 3.64 2.79 -0.51
H 1.65 3.78 -1.25
N 1.49 -3.24 0.63
C 2.03 -4.00 -0.36
N 3.31 -3.62 -0.68
O 1.46 -4.94 -0.91
H 2.08 -2.53 1.07
H 0.63 -3.53 1.07
H 3.64 -2.73 -0.29
H 3.67 -3.92 -1.57
C 5.85 0.39 1.86
Si 5.04 -1.34 1.71
C 5.22 -2.10 3.46
C 6.28 -2.34 0.65
O 3.57 -1.30 1.14
H 6.90 0.34 2.14
H 5.33 0.99 2.61
H 5.78 0.91 0.90
H 6.27 -2.23 3.74
H 4.74 -3.08 3.50
H 4.74 -1.47 4.21
H 7.32 -2.15 0.94
H 6.18 -2.08 -0.41
H 6.10 -3.42 0.74
*
```

Computed properties:
Total energy = -3333.1464 a.u.
HOMO energy = -0.073 hartree
Strongest force on any atom = 0.050 hartree/bohr


[2]
Formula: C33H42LaN6O4P
Source: the OMol25 dataset
Level of theory: ωB97M-V with the def2-TZVPD basis set

Geometry as ORCA input:
```
! RIJCOSX wB97M-V def2-TZVPD def2/J DEFGRID3
* xyz 2 1
La 0.56 0.38 -0.75
C -0.34 -5.52 4.21
C -0.33 -4.21 3.46
C -0.61 -3.02 4.06
C -0.63 -1.78 3.35
C -1.00 -0.69 4.18
N -1.44 0.52 3.95
C -1.89 1.15 2.70
C -3.16 1.95 2.93
C -3.41 2.90 1.76
N -3.29 2.19 0.49
C -4.16 2.12 -0.46
C -3.92 1.47 -1.70
C -4.92 1.56 -2.70
C -4.75 1.04 -3.96
C -5.81 1.12 -5.03
C -3.50 0.45 -4.21
C -2.48 0.33 -3.27
C -1.23 -0.26 -3.76
N -0.10 -0.33 -3.18
C 1.00 -0.94 -3.95
C 1.96 -1.74 -3.06
C 1.27 -2.80 -2.21
N 0.83 -2.26 -0.89
C 0.53 -3.15 -0.03
C 0.08 -2.98 1.37
C 0.00 -4.15 2.10
C -0.23 -1.72 1.98
O -0.11 -0.61 1.35
C -2.69 0.81 -1.96
O -1.82 0.63 -1.01
H -0.83 -5.42 5.18
H 0.67 -5.88 4.40
H -0.87 -6.30 3.65
H -0.87 -3.00 5.11
H -0.93 -0.88 5.25
H -1.58 1.08 4.78
H -2.04 0.36 1.98
H -1.08 1.78 2.32
H -3.09 2.56 3.84
H -4.01 1.28 3.07
H -2.67 3.70 1.76
H -4.40 3.36 1.81
H -2.42 1.71 0.25
H -5.11 2.63 -0.30
H -5.85 2.07 -2.45
H -6.70 1.62 -4.65
H -6.10 0.13 -5.37
H -5.45 1.68 -5.89
H -3.31 0.06 -5.20
H -1.31 -0.66 -4.78
H 1.54 -0.15 -4.48
H 0.59 -1.61 -4.71
H 2.54 -1.07 -2.42
H 2.69 -2.22 -3.71
H 1.93 -3.65 -2.04
H 0.39 -3.18 -2.74
H 0.63 -4.21 -0.31
H 0.24 -5.07 1.59
N 2.67 1.54 -2.18
N 2.65 2.82 -1.56
C 1.41 3.41 -1.24
O 1.36 4.60 -1.07
O 0.45 2.52 -1.07
H 3.59 1.14 -1.99
H 2.57 1.66 -3.19
H 3.30 3.50 -1.94
C 2.81 3.20 1.92
P 2.25 1.51 1.55
C 2.24 0.76 3.22
C 3.65 0.64 0.76
C 4.82 1.25 0.33
C 5.76 0.52 -0.40
C 5.53 -0.82 -0.70
C 4.37 -1.44 -0.26
C 3.44 -0.71 0.47
H 2.89 3.81 1.02
H 3.76 3.20 2.46
H 2.06 3.66 2.56
H 3.23 0.82 3.68
H 1.94 -0.29 3.16
H 1.53 1.30 3.84
H 5.01 2.30 0.55
H 6.68 1.00 -0.72
H 6.27 -1.38 -1.26
H 4.20 -2.49 -0.46
H 2.54 -1.21 0.83
*
```

Computed properties:
Total energy = -2284.8579 a.u.
HOMO energy = -0.483 hartree
Strongest force on any atom = 0.049 hartree/bohr


Frontier orbital gap per entry: 5.35, 7.42 eV